[1]
{
  "formula": "C22H23MoN3O2",
  "method": "ωB97M-V with the def2-TZVPD basis set",
  "e_homo_ha": [-0.7757, -0.7758],
  "orbital_gap_ev": [6.059, 6.018],
  "charge": 4,
  "e_tot_ha": -1233.4173,
  "de_lowest_kcal_mol": 7.4,
  "species": ["Mo", "O", "C", "C", "C", "C", "C", "C", "N", "H", "H", "H", "H", "H", "H", "H", "C", "C", "C", "C", "C", "C", "C", "O", "C", "C", "C", "H", "H", "H", "H", "H", "H", "H", "H", "H", "H", "H", "H", "N", "C", "C", "C", "C", "N", "C", "C", "H", "H", "H", "H"],
  "xyz": [[-0.627, 0.933, -0.611], [-2.414, 1.641, 0.109], [-2.517, 3.073, 0.488], [-1.352, 3.755, -0.150], [-1.251, 5.123, -0.185], [-0.127, 5.708, -0.768], [0.873, 4.895, -1.303], [0.723, 3.536, -1.242], [-0.375, 2.948, -0.675], [-3.284, 1.209, 0.060], [-2.475, 3.111, 1.577], [-3.477, 3.455, 0.142], [-2.038, 5.737, 0.235], [-0.036, 6.788, -0.806], [1.756, 5.318, -1.763], [1.472, 2.865, -1.639], [0.172, -5.302, 3.971], [0.489, -4.033, 3.308], [-0.136, -3.708, 2.047], [0.105, -2.551, 1.405], [-0.523, -2.305, 0.055], [1.006, -1.577, 2.054], [1.090, -0.281, 1.722], [0.338, 0.285, 0.696], [1.779, -1.982, 3.255], [2.858, -1.137, 3.852], [1.456, -3.165, 3.849], [-0.779, -5.726, 3.657], [0.236, -5.226, 5.057], [0.960, -6.020, 3.680], [-0.802, -4.446, 1.616], [-0.942, -3.229, -0.339], [0.221, -1.962, -0.671], [-1.370, -1.603, 0.129], [1.694, 0.464, 2.219], [3.195, -0.310, 3.235], [3.729, -1.768, 4.045], [2.540, -0.755, 4.826], [1.972, -3.462, 4.754], [-0.926, -1.050, -7.525], [-0.736, -0.706, -6.444], [-0.500, -0.282, -5.105], [-1.551, 0.247, -4.338], [-1.246, 0.641, -3.060], [-0.007, 0.531, -2.519], [1.008, 0.020, -3.248], [0.786, -0.384, -4.546], [-2.547, 0.364, -4.745], [-2.006, 1.160, -2.452], [1.978, -0.055, -2.775], [1.606, -0.785, -5.130]],
  "atomic_forces_ev_per_a": [[0.1104, -0.1748, -0.2307], [0.0338, 0.1216, -0.2755], [-0.0638, -0.1988, 0.0519], [0.0329, -0.0728, -0.0106], [0.0661, 0.1143, -0.0172], [-0.0525, -0.0189, 0.0282], [0.0120, 0.0341, 0.0038], [-0.0054, -0.1578, 0.0573], [0.0711, 0.1936, 0.0187], [-0.0056, -0.0469, 0.2413], [-0.0236, 0.0505, 0.0189], [0.0107, 0.0237, -0.0497], [-0.0019, -0.0046, -0.0036], [-0.0026, -0.0031, -0.0017], [-0.0004, -0.0011, 0.0055], [0.0066, 0.0047, -0.0175], [0.0074, -0.0042, 0.0036], [0.0028, 0.0170, -0.0349], [0.0386, -0.1122, 0.0912], [0.0053, 0.0716, -0.0569], [0.0659, 0.0235, 0.0602], [-0.1120, -0.0259, -0.0259], [-0.0936, 0.0358, 0.0666], [0.2422, 0.0137, 0.2038], [0.0721, 0.0577, 0.0209], [-0.0138, -0.0046, -0.0155], [-0.0206, -0.0819, 0.0125], [-0.0035, 0.0044, 0.0009], [0.0058, 0.0080, -0.0004], [-0.0084, -0.0033, -0.0106], [0.0005, 0.0045, -0.0039], [-0.0221, -0.0015, 0.0112], [-0.0058, 0.0094, -0.0058], [-0.0014, 0.0304, -0.0168], [0.0018, 0.0099, -0.0137], [0.0191, -0.0197, 0.0013], [-0.0068, -0.0161, 0.0106], [-0.0210, 0.0214, -0.0086], [-0.0010, -0.0007, -0.0008], [-0.0024, 0.0096, 0.0391], [0.0058, -0.0100, -0.0429], [0.0552, -0.0145, 0.0058], [0.0324, -0.0048, -0.0002], [0.0647, 0.0317, -0.1416], [-0.2759, 0.0783, 0.1645], [0.0058, 0.0316, -0.0073], [-0.0516, 0.0083, -0.0289], [0.0000, -0.0039, -0.0108], [-0.1762, -0.0161, -0.0850], [0.0052, -0.0124, 0.0012], [-0.0025, 0.0009, -0.0021]]
}

=====

[2]
{
  "formula": "C6H16NS",
  "method": "ωB97M-V with the def2-TZVPD basis set",
  "e_homo_ha": -0.4851,
  "orbital_gap_ev": 8.321,
  "charge": 1,
  "e_tot_ha": -690.7730,
  "de_lowest_kcal_mol": 86.9,
  "species": ["C", "C", "C", "C", "C", "C", "N", "S", "H", "H", "H", "H", "H", "H", "H", "H", "H", "H", "H", "H", "H", "H", "H", "H"],
  "xyz": [[-3.998, 0.895, -0.240], [1.903, -1.826, -0.519], [0.958, 0.450, -0.489], [1.899, -0.637, 1.541], [-2.719, 0.400, -0.986], [-1.632, 0.067, -0.041], [1.580, -0.603, 0.092], [-1.138, -1.544, 0.051], [-4.824, 0.514, -0.871], [-4.057, 1.989, -0.338], [-4.098, 0.633, 0.804], [1.415, -2.697, -0.119], [1.724, -1.865, -1.551], [2.923, -1.771, -0.350], [-0.502, 0.498, -0.342], [1.142, 1.395, -0.064], [1.195, 0.494, -1.649], [1.925, -1.615, 1.982], [2.927, -0.299, 1.559], [1.257, 0.086, 2.081], [-2.492, 1.130, -1.847], [-2.924, -0.483, -1.636], [-1.802, 0.427, 0.943], [-0.492, -1.469, 1.243]],
  "atomic_forces_ev_per_a": [[-0.1240, 0.3601, -2.0750], [-0.1107, -0.5529, -0.5829], [3.6306, -1.2982, -2.5054], [0.0906, 1.9516, -0.5303], [-0.9638, 0.4843, -2.3201], [1.8011, 1.0013, -0.1897], [-3.8281, 2.1427, 0.9671], [-0.4830, -3.1169, 0.6832], [0.0543, 0.1571, 0.8687], [0.0827, -0.2742, 0.2994], [0.0405, -0.4082, 0.0677], [0.0210, -0.1979, 0.6689], [-0.3064, 0.3889, -1.5556], [2.4693, -1.3838, -0.0113], [-0.7210, 0.5730, -0.1347], [-0.1356, 1.0306, 0.9825], [-1.4161, -0.3695, 2.2503], [-0.5918, -0.5624, -0.1191], [0.3407, 0.3146, 0.4729], [0.4350, -0.5689, -0.1731], [0.2124, -0.5894, 1.7292], [-0.1179, 0.1855, 0.7975], [0.0248, 0.8440, 0.7465], [-0.4046, -0.1114, -0.3366]]
}